8 unconnected molecules or ions with the total composition C23H41NO11 at a distorted geometry, computed with the ωB97M-V functional and the def2-TZVPD basis.

## Properties
Lowest unoccupied orbital energy: 0.2 eV
SMILES: c1cc[nH]c1.O=C1CCCO1.O=C1CCCO1.O=C1CCCO1.O=C1CCCO1.CO.CO.CO
Electronic energy: -1783.28074 a.u.
Gap between HOMO and LUMO: 0.313 Eh
M: 507.6 g/mol

XYZ file:
```
76
Properties=species:S:1:pos:R:3:forces:R:3:lowdin_charge:R:1
C 1.28136 -14.55878 22.08931 3.345 -0.108 0.289 -0.102
C 1.12922 -15.47612 21.02711 0.675 -0.348 0.487 -0.122
C 2.38134 -16.03241 20.77389 0.053 -0.310 -1.117 -0.142
N 3.35312 -15.47212 21.57913 -2.527 0.188 0.235 0.017
C 2.67696 -14.61733 22.40301 -0.956 1.013 0.668 -0.158
H 0.58775 -13.83118 22.48416 -0.036 -0.344 0.167 0.082
H 0.14958 -15.74055 20.65725 0.359 -0.154 -0.584 0.089
H 2.70915 -16.68275 19.97639 -0.295 -0.217 0.135 0.103
H 4.31559 -15.75181 21.70374 -0.327 -0.040 -0.269 0.150
H 3.25864 -14.12034 23.16528 -0.274 0.258 0.047 0.096
O 6.85585 -12.56398 27.88725 1.355 -3.055 -2.888 0.057
C 7.23384 -13.37609 27.00123 -0.630 2.414 3.552 -0.454
C 8.14734 -14.59235 27.10837 -0.478 -0.463 0.096 -0.066
C 7.92544 -15.29269 25.74820 0.576 -0.215 0.107 -0.150
C 7.57794 -14.10933 24.85819 0.374 -0.614 0.327 -0.148
O 6.87993 -13.22670 25.74192 -0.748 0.768 -1.327 0.033
H 9.17309 -14.26724 27.28227 0.058 0.156 -0.296 0.127
H 7.90576 -15.20493 27.97698 -0.219 0.099 -0.072 0.122
H 8.79902 -15.83400 25.38496 0.125 0.163 0.038 0.112
H 7.12523 -16.03278 25.74224 -0.213 0.208 0.369 0.115
H 8.49739 -13.63107 24.52056 -0.087 0.245 -0.124 0.128
H 6.96307 -14.37591 23.99856 -0.121 0.267 0.199 0.124
O 3.96251 -22.43409 18.98721 -1.724 -0.453 1.933 0.086
C 3.09790 -22.53289 19.85539 1.571 1.402 -2.544 -0.462
C 2.50985 -23.76999 20.47006 -0.042 0.977 0.184 -0.069
C 1.98176 -23.16125 21.77063 -1.246 -0.419 1.399 -0.157
C 1.57917 -21.70500 21.42597 1.259 -0.759 -0.674 -0.123
O 2.47449 -21.40065 20.31920 0.024 -0.599 0.043 -0.001
H 1.68109 -24.04656 19.81831 -0.143 -0.080 -0.009 0.133
H 3.22700 -24.59040 20.44297 -0.079 0.181 0.510 0.129
H 1.10922 -23.66937 22.18122 -0.203 -0.224 -0.339 0.107
H 2.63471 -23.19565 22.64273 0.686 0.144 -0.443 0.112
H 0.54006 -21.62973 21.10553 0.072 0.079 -0.133 0.121
H 1.80092 -20.96508 22.19502 -0.168 -0.231 0.084 0.123
O -0.58849 -7.12588 22.71800 1.517 -2.135 -1.562 0.079
C -0.02836 -8.02027 22.06632 -1.678 3.577 2.556 -0.480
C -0.68517 -8.96306 21.14739 -1.490 0.144 0.086 -0.113
C 0.43227 -9.59068 20.41562 0.770 -0.399 -0.133 -0.159
C 1.56640 -9.42853 21.40335 1.059 -0.390 -0.316 -0.166
O 1.28928 -8.23591 22.13079 -0.079 -0.163 0.262 0.052
H -1.23557 -9.66590 21.77283 -0.101 -0.131 -0.004 0.140
H -1.41499 -8.42672 20.54092 0.022 -0.087 0.050 0.138
H 0.23895 -10.65342 20.26957 0.245 0.210 -0.862 0.124
H 0.70463 -8.96601 19.56491 -0.300 -0.637 -0.517 0.128
H 1.63155 -10.29954 22.05543 0.056 0.160 0.367 0.126
H 2.53087 -9.27545 20.91914 -0.014 -0.173 0.072 0.129
O 7.30983 -18.98378 22.05409 1.807 -0.894 0.372 0.097
C 8.01967 -19.86234 22.50934 -1.900 0.166 -0.322 -0.473
C 7.46956 -21.19658 23.01839 0.281 0.443 0.941 -0.075
C 8.49403 -21.60111 24.09871 0.765 -0.107 -0.736 -0.136
C 9.78884 -20.76579 23.69151 -1.621 -1.123 0.233 -0.117
O 9.35606 -19.81002 22.68783 0.166 0.351 0.691 0.018
H 6.47051 -20.99094 23.40272 0.067 -0.166 -0.019 0.119
H 7.37959 -21.91445 22.20311 0.168 0.071 -0.026 0.126
H 8.23377 -21.37807 25.13342 -0.397 0.431 -0.242 0.103
H 8.71315 -22.66831 24.13252 0.026 -0.005 -0.353 0.102
H 10.08341 -20.31227 24.63790 0.573 0.604 -0.603 0.115
H 10.56032 -21.40232 23.25820 0.035 0.285 0.075 0.119
C 0.43027 -15.99260 15.25078 1.267 1.615 0.393 -0.209
O -0.70801 -16.77409 15.13916 -0.073 -0.697 -0.321 -0.095
H 0.52685 -15.59445 16.26086 -0.314 -0.054 0.046 0.078
H 1.40458 -16.43348 15.03996 -0.099 -0.901 -0.020 0.074
H 0.41738 -15.14280 14.56831 -0.308 0.349 -0.049 0.073
H -0.64874 -17.13064 14.24980 -0.473 -0.311 -0.037 0.078
C -4.66508 -14.97455 19.74680 0.814 0.253 0.527 -0.187
O -5.96626 -15.22309 20.18628 -1.024 -0.438 -0.328 -0.116
H -4.55386 -14.10509 19.09891 -0.218 0.132 -0.118 0.073
H -4.05443 -14.81878 20.63615 0.536 0.054 -0.103 0.072
H -4.27291 -15.83769 19.20894 -0.279 -0.068 0.077 0.081
H -6.31687 -14.47284 20.67187 0.175 0.067 -0.057 0.077
C 1.64676 -16.92511 26.54101 -0.160 1.694 0.138 -0.177
O 2.47251 -17.54080 25.57282 -0.175 -0.543 0.356 -0.118
H 2.05381 -15.93703 26.75570 0.146 0.284 0.174 0.070
H 0.65472 -16.70292 26.14782 -0.278 -0.434 0.036 0.075
H 1.56118 -17.37833 27.52862 0.272 -0.839 -0.490 0.079
H 2.33580 -17.00078 24.79097 0.195 -0.123 -0.285 0.060
```
Positions in Å, forces in eV/Å.

=====

C22H38O7 in the gas phase at a distorted geometry, computed with the ωB97M-V functional and the def2-TZVPD basis.

## Properties
Energy relative to the best compared isomer or geometry (same formula, charge and spin): 29.6 kJ/mol
Lowest unoccupied orbital energy: 0.4 eV
SMILES: CCCCCCCCCCCCCCCC(=O)OC[C@H](O)[C@H]1OC(=O)C(O)=C1O
Electronic energy: -1387.80406 a.u.
Gap between HOMO and LUMO: 0.353 Eh
M: 414.5 g/mol

XYZ file:
```
67
Properties=species:S:1:pos:R:3:forces:R:3:lowdin_charge:R:1
C -7.79135 -3.48982 -2.05854 -0.053 -0.028 0.257 -0.120
C -7.97570 -2.86143 -0.68259 0.089 0.167 -0.292 -0.278
C -7.75031 -1.35139 -0.71127 -0.085 -0.241 0.445 -0.236
C -7.92008 -0.72586 0.67113 -0.043 0.244 -0.246 -0.226
C -7.84781 0.80202 0.66398 0.109 -0.086 -0.042 -0.219
C -6.51936 1.38489 0.17897 -0.114 -0.138 0.303 -0.224
C -5.32328 0.96670 1.03112 -0.013 0.311 -0.403 -0.223
C -4.05244 1.71174 0.62852 0.019 -0.388 0.316 -0.224
C -2.84529 1.25476 1.44500 0.021 0.396 -0.108 -0.220
C -1.58541 2.07926 1.18036 -0.138 -0.334 -0.127 -0.214
C -1.05617 1.93860 -0.24625 0.200 0.348 0.392 -0.220
C 0.31875 2.58808 -0.40559 -0.119 -0.220 -0.343 -0.213
C 0.94597 2.25201 -1.75688 0.071 0.258 0.137 -0.205
C 2.31389 2.90133 -1.97389 -0.025 -0.304 0.023 -0.181
C 3.41469 2.36440 -1.05713 -0.185 0.153 -0.210 -0.078
C 3.79241 0.93707 -1.34785 -0.015 0.070 -0.099 -0.469
O 3.17728 0.15001 -2.01805 -0.070 0.059 -0.152 0.118
O 4.95566 0.62909 -0.73982 0.195 0.163 0.299 0.024
C 5.46764 -0.68183 -0.92066 0.172 -0.609 -0.135 -0.092
C 5.70636 -1.40035 0.41820 -0.545 0.873 0.120 -0.285
O 6.24520 -2.66895 0.19174 0.039 -0.460 -0.178 0.010
C 4.42604 -1.52504 1.28522 0.407 -0.725 -0.337 -0.161
O 4.05988 -0.29514 1.87716 0.050 0.475 0.282 0.101
C 2.78832 0.02318 1.54826 -0.318 -0.062 -0.070 -0.412
O 2.22682 1.02845 1.90392 0.174 -0.216 0.021 0.128
C 2.24343 -1.03594 0.69333 0.370 -0.445 -0.002 -0.182
O 0.98307 -1.01305 0.20266 0.208 0.035 0.051 0.106
C 3.20839 -1.95378 0.51515 -0.525 0.617 0.269 -0.189
O 3.23060 -3.08592 -0.21673 -0.019 0.106 0.084 0.121
H -7.95802 -4.56380 -2.01596 0.003 -0.108 -0.096 0.065
H -6.78283 -3.31340 -2.42667 0.098 -0.004 -0.091 0.069
H -8.49403 -3.06159 -2.77026 -0.053 0.018 -0.122 0.070
H -8.98578 -3.06944 -0.32174 0.000 -0.016 0.094 0.107
H -7.27443 -3.31658 0.02102 -0.038 -0.018 0.086 0.108
H -6.74485 -1.15291 -1.08613 0.055 0.055 -0.118 0.108
H -8.46103 -0.89421 -1.40415 0.010 0.065 -0.102 0.119
H -7.16301 -1.12772 1.34675 -0.002 -0.082 0.081 0.105
H -8.89588 -1.01707 1.06928 0.020 -0.070 0.062 0.111
H -8.64752 1.18727 0.02602 -0.089 0.026 0.053 0.108
H -8.03645 1.16062 1.67926 -0.059 0.086 0.004 0.108
H -6.34503 1.09480 -0.85861 0.036 0.058 -0.094 0.106
H -6.60048 2.47500 0.20058 0.037 0.032 -0.084 0.111
H -5.15113 -0.10578 0.92540 0.009 -0.107 0.086 0.110
H -5.54200 1.16702 2.08292 -0.003 -0.066 0.095 0.120
H -4.20055 2.78446 0.77426 -0.003 0.094 -0.062 0.119
H -3.86437 1.54295 -0.43330 -0.010 0.077 -0.095 0.111
H -3.09248 1.32918 2.50698 -0.031 -0.092 0.044 0.112
H -2.64222 0.20274 1.22831 0.005 -0.092 0.053 0.113
H -0.80637 1.76169 1.87874 0.070 0.072 0.029 0.108
H -1.79337 3.13178 1.38469 0.042 0.080 0.069 0.117
H -1.75314 2.40004 -0.94803 -0.040 -0.106 -0.111 0.112
H -0.99336 0.87774 -0.50641 -0.055 -0.115 -0.099 0.108
H 0.21703 3.67175 -0.31059 0.020 0.085 0.073 0.123
H 0.96677 2.25252 0.40538 -0.003 0.055 0.045 0.080
H 0.27640 2.59500 -2.54957 -0.047 -0.052 -0.049 0.116
H 1.04826 1.17165 -1.86053 -0.080 -0.029 -0.047 0.099
H 2.61600 2.73824 -3.01052 0.034 0.102 -0.021 0.115
H 2.22964 3.97817 -1.81270 0.038 0.036 -0.050 0.113
H 4.31931 2.96824 -1.14852 0.010 -0.042 0.078 0.130
H 3.10551 2.41606 -0.01096 0.102 -0.010 0.052 0.115
H 4.77101 -1.25656 -1.54391 0.204 0.052 0.135 0.129
H 6.42801 -0.60077 -1.43988 -0.141 -0.023 0.057 0.144
H 6.44442 -0.84172 1.00256 -0.109 -0.061 -0.022 0.166
H 5.58255 -3.21372 -0.25634 0.095 0.043 0.003 0.098
H 4.66449 -2.23850 2.08724 -0.073 0.107 -0.132 0.181
H 0.58031 -0.16794 0.45845 0.028 -0.041 -0.015 0.093
H 2.38789 -3.16875 -0.68414 0.061 -0.029 -0.043 0.139
```
Positions in Å, forces in eV/Å.

=====

A molecular structure, C37H26Br2HgN2O5P at a distorted geometry, computed with the ωB97M-V functional and the def2-TZVPD basis.

## Properties
Energy relative to the best compared isomer or geometry (same formula, charge and spin): 196.3 kJ/mol
Spin multiplicity: 2
Lowest unoccupied orbital energy (alpha / beta): 3.7 / 3.7 eV
Electronic energy: -7553.93421 a.u.
Gap between HOMO and LUMO (alpha / beta): 0.148 / 0.247 Eh
M: 970.0 g/mol
Charge: -2

XYZ file:
```
74
Properties=species:S:1:pos:R:3:forces:R:3:lowdin_charge:R:1
Hg -0.16315 -0.31347 -0.19224 0.677 0.776 -0.319 1.078
Br -2.11979 -7.26904 1.46491 0.380 0.136 -0.070 0.641
C -1.30972 -5.51905 1.45105 -3.268 -0.709 -3.804 -0.727
C -0.37790 -5.15909 2.26388 2.697 -0.140 4.806 -0.182
C 0.00639 -3.81384 2.41242 0.472 -3.059 3.062 -0.058
C -0.47101 -2.82931 1.66709 -1.250 2.612 -3.772 -0.390
O 0.10666 -1.65301 1.67947 -1.506 -1.072 0.068 -0.204
C -1.62443 -3.25503 0.77903 1.556 3.924 -0.454 -0.097
C -2.41734 -2.23128 0.00068 -2.727 -8.420 0.896 -0.139
N -2.31970 -1.05133 0.04854 3.472 6.988 -0.595 0.002
C -3.15753 -0.21340 -0.66317 -2.660 -0.166 1.051 -0.251
C -4.49974 -0.50192 -0.56271 -4.525 -1.300 -2.230 -0.031
C -5.57566 0.38502 -1.10295 2.731 -3.503 2.056 -0.109
C -5.10998 1.46299 -1.74713 -0.236 1.222 -0.473 -0.141
C -3.77980 1.80401 -1.84120 0.033 -1.005 -1.139 -0.169
C -3.38301 2.74124 -2.87301 -0.759 -1.700 1.303 -0.139
C -2.11520 3.17662 -2.78287 2.220 1.413 -1.822 -0.106
C -1.05619 2.46343 -1.96055 -1.765 0.845 -2.092 -0.121
N -1.48551 1.23093 -1.51582 2.414 0.407 0.850 -0.031
C -2.73722 0.95834 -1.30190 -1.757 1.824 -0.588 -0.238
C -1.91553 -4.54371 0.63199 -1.773 -2.615 0.346 -0.150
H -0.10201 -5.95115 3.01782 0.277 1.183 -0.667 0.117
H 0.33974 -3.48636 3.38573 1.299 -0.202 -0.090 0.118
H -3.44685 -2.50065 -0.43999 1.816 -1.261 0.095 0.122
H -4.86520 -1.65476 -0.55768 0.818 2.860 1.111 0.129
H -6.62805 0.15204 -1.09262 0.020 -0.401 0.133 0.071
H -5.85941 1.97188 -2.31709 -0.106 0.971 -0.342 0.093
H -4.02611 2.76679 -3.77345 0.352 0.920 0.726 0.105
H -2.13103 4.02128 -3.61977 1.930 -1.406 1.843 0.112
H 0.06206 2.61331 -2.00559 -1.637 0.113 -0.097 0.089
H -2.79152 -4.89088 0.07226 0.380 0.477 -0.199 0.102
O 2.79509 2.71329 3.23648 -0.009 1.004 0.872 -0.084
C 3.26558 1.57604 3.08433 -0.671 -0.249 -1.645 -0.810
O 4.31087 1.05287 3.43892 0.974 -0.317 0.676 -0.031
C 2.30274 0.67958 2.24673 0.247 -1.742 -1.135 -0.251
P 1.19380 1.38055 0.95031 2.641 0.341 -0.445 1.013
C 2.50638 2.13442 -0.18022 0.232 1.250 0.876 -0.297
C 3.33984 3.14828 0.36584 0.290 -0.574 1.330 -0.088
C 4.46689 3.63906 -0.29265 -1.525 -0.639 -0.665 -0.075
C 4.71234 3.12111 -1.58249 3.223 1.976 0.600 -0.130
C 3.95172 2.12477 -2.08816 0.703 -0.088 -3.626 -0.147
C 2.83480 1.70720 -1.45675 -2.342 -3.396 0.572 -0.128
C 0.21953 2.74310 1.59121 -0.466 1.015 -0.901 -0.358
C -0.62956 2.50214 2.64388 0.983 -1.312 0.896 -0.112
C -1.48393 3.46027 3.11837 -2.045 -0.488 1.448 -0.129
C -1.70044 4.59064 2.40023 0.108 2.611 -1.626 -0.108
C -0.84294 4.91097 1.27919 -1.705 0.210 0.739 -0.081
C 0.07850 3.97324 0.89234 0.589 -0.534 -0.245 -0.103
H 1.67688 0.27667 2.99117 -1.362 -0.475 1.066 0.045
H 2.68419 -0.33059 1.83049 -0.068 1.771 0.265 0.108
H 3.27985 3.37893 1.45731 -0.546 0.140 -1.089 0.096
H 4.98577 4.41343 0.26084 0.565 -0.137 -0.543 0.095
H 5.65763 3.43389 -2.14346 -1.427 -0.282 0.741 0.110
H 4.16537 1.74569 -3.16087 -0.258 0.451 2.005 0.135
H 2.31334 0.79035 -1.88289 0.286 1.604 0.411 0.088
H -0.60903 1.53384 3.16083 0.182 0.338 -0.223 0.119
H -2.13977 3.24260 4.01850 0.875 0.199 -1.243 0.121
H -2.57031 5.26081 2.62374 1.081 -0.528 0.005 0.102
H -0.99383 5.83924 0.65483 0.097 -1.167 0.906 0.111
H 0.63741 4.16360 -0.02613 0.117 -0.173 0.429 0.097
Br -0.66728 -4.48997 -2.84106 -0.093 -0.052 -0.001 0.758
C 0.81672 -4.13064 -1.70953 -0.115 1.221 -0.611 -0.614
C 1.17689 -5.05736 -0.76294 1.794 1.551 -0.535 -0.148
C 2.35855 -4.76745 -0.08212 0.818 -3.264 2.734 -0.112
C 3.03131 -3.58014 -0.15514 0.709 0.714 0.086 -0.106
C 2.54260 -2.59383 -0.98724 0.551 1.790 -0.549 -0.040
C 1.47779 -2.90102 -1.83846 0.035 0.866 0.018 -0.183
C 1.18677 -1.71406 -2.78753 -0.691 0.646 0.486 -0.626
O 1.15629 -1.84740 -4.00358 0.119 -0.171 0.520 0.019
O 1.06967 -0.58553 -2.12591 -0.264 -1.536 -0.981 -0.237
H 0.65709 -5.95345 -0.69653 -0.737 -1.465 0.387 0.074
H 2.81493 -5.58514 0.67802 -1.295 1.879 -1.851 0.147
H 3.94818 -3.41620 0.41545 -0.398 -0.069 -0.027 0.107
H 2.97556 -1.49434 -1.06046 -0.773 -2.632 0.283 0.160
```
Positions in Å, forces in eV/Å.